Record 1
{
  "formula": "C40H59N3P2RuS3SbSi",
  "method": "ωB97M-V/def2-TZVPD",
  "elements": ["Ru", "N", "C", "C", "C", "N", "C", "C", "N", "C", "H", "H", "H", "H", "H", "H", "H", "H", "H", "H", "H", "H", "H", "H", "H", "H", "S", "Sb", "S", "S", "C", "Si", "C", "C", "C", "C", "C", "C", "C", "C", "H", "H", "H", "H", "H", "H", "H", "H", "H", "H", "H", "H", "H", "H", "H", "H", "H", "H", "H", "H", "H", "C", "P", "C", "C", "C", "C", "C", "C", "C", "C", "C", "C", "C", "C", "P", "C", "C", "C", "C", "C", "C", "C", "C", "C", "C", "C", "C", "H", "H", "H", "H", "H", "H", "H", "H", "H", "H", "H", "H", "H", "H", "H", "H", "H", "H", "H", "H", "H", "H"],
  "xyz": [[1.013, -0.010, -0.089], [2.178, 4.720, 0.621], [2.327, 3.350, 1.223], [1.505, 3.144, 2.485], [1.582, 1.671, 2.920], [0.729, 0.761, 2.078], [3.024, 1.186, 2.945], [3.799, 1.500, 1.669], [3.234, 0.798, 0.476], [3.773, 3.002, 1.425], [1.198, 5.012, 0.605], [2.497, 4.634, -0.376], [2.728, 5.434, 1.100], [1.935, 2.706, 0.456], [0.461, 3.424, 2.330], [1.893, 3.756, 3.304], [1.192, 1.617, 3.938], [-0.195, 1.183, 1.967], [0.579, -0.091, 2.613], [3.048, 0.122, 3.173], [3.540, 1.683, 3.771], [4.838, 1.198, 1.812], [3.722, -0.079, 0.351], [3.435, 1.335, -0.373], [4.355, 3.252, 0.536], [4.210, 3.522, 2.284], [3.098, 3.424, -2.125], [1.315, 2.151, -2.692], [1.930, -0.243, -2.020], [0.081, 2.087, -0.629], [1.121, -3.793, 1.158], [2.042, -3.030, -0.234], [1.794, -4.077, -1.785], [2.757, -5.277, -1.650], [0.367, -4.643, -1.831], [2.127, -3.372, -3.105], [3.814, -2.787, 0.419], [4.744, -2.050, -0.559], [3.662, -2.053, 1.766], [4.503, -4.131, 0.769], [1.706, -4.687, 1.407], [0.118, -4.108, 0.880], [1.055, -3.175, 2.051], [2.683, -5.801, -0.695], [3.792, -4.991, -1.815], [2.488, -5.989, -2.435], [0.151, -5.276, -0.970], [0.270, -5.265, -2.725], [-0.409, -3.885, -1.874], [3.150, -2.989, -3.122], [1.457, -2.538, -3.311], [2.033, -4.089, -3.927], [4.292, -1.203, -1.076], [5.083, -2.727, -1.347], [5.642, -1.702, -0.037], [2.927, -1.251, 1.747], [4.628, -1.635, 2.075], [3.351, -2.746, 2.549], [4.821, -4.696, -0.098], [3.893, -4.778, 1.400], [5.405, -3.886, 1.339], [-2.794, 0.687, 0.109], [-1.319, -0.253, -0.463], [-1.521, -0.266, -2.276], [-1.161, -1.370, -3.036], [-1.250, -1.341, -4.420], [-1.682, -0.189, -5.061], [-2.031, 0.927, -4.313], [-1.950, 0.892, -2.927], [-1.814, -1.903, 0.143], [-1.561, -2.145, 1.493], [-2.140, -3.225, 2.144], [-2.952, -4.099, 1.436], [-3.197, -3.881, 0.086], [-2.651, -2.776, -0.555], [-2.868, 2.101, 1.341], [-2.623, 3.596, 0.286], [-3.491, 3.908, -0.763], [-3.293, 5.029, -1.554], [-2.223, 5.880, -1.296], [-1.367, 5.598, -0.243], [-1.568, 4.464, 0.540], [-4.697, 2.185, 1.482], [-5.566, 1.128, 1.229], [-6.943, 1.294, 1.367], [-7.460, 2.510, 1.774], [-6.599, 3.561, 2.064], [-5.232, 3.396, 1.930], [-3.313, -0.132, 0.599], [-3.343, 0.972, -0.788], [-0.790, -2.257, -2.550], [-0.975, -2.215, -4.996], [-1.750, -0.161, -6.140], [-2.374, 1.827, -4.807], [-2.219, 1.777, -2.362], [-0.925, -1.470, 2.056], [-1.952, -3.392, 3.197], [-3.405, -4.945, 1.938], [-3.830, -4.563, -0.466], [-2.889, -2.594, -1.595], [-4.341, 3.264, -0.963], [-3.979, 5.253, -2.360], [-2.075, 6.767, -1.898], [-0.559, 6.289, -0.029], [-0.916, 4.258, 1.380], [-5.203, 0.157, 0.925], [-7.605, 0.465, 1.154], [-8.529, 2.639, 1.878], [-6.994, 4.511, 2.399], [-4.574, 4.223, 2.171]],
  "atomic_forces_ev_per_a": [[0.33, 2.36, 1.34], [-0.06, 0.05, 0.22], [-0.04, 0.39, 0.24], [-0.06, -0.11, -0.16], [0.03, -0.04, -0.11], [-0.31, -0.26, -0.23], [0.00, -0.08, 0.09], [-0.01, -0.17, -0.01], [-0.10, -0.17, -0.26], [0.21, 0.02, -0.05], [0.00, -0.04, -0.05], [0.01, -0.13, -0.08], [-0.04, -0.02, 0.03], [-0.08, 0.02, -0.15], [0.09, -0.06, 0.05], [-0.01, -0.02, 0.01], [-0.07, 0.01, 0.00], [-0.01, 0.08, 0.32], [0.04, 0.12, 0.13], [0.03, -0.01, 0.03], [-0.03, -0.01, 0.01], [0.01, -0.11, -0.06], [0.17, 0.09, -0.01], [0.08, 0.07, 0.12], [0.03, -0.03, 0.01], [0.00, 0.00, -0.02], [0.25, 0.06, 0.05], [-0.10, 0.36, -0.41], [0.00, -1.27, -0.13], [-0.34, -0.04, 0.03], [-0.62, 0.16, 0.27], [0.83, -0.96, -0.24], [-0.20, 0.28, -0.52], [0.00, -0.03, 0.07], [0.04, -0.12, 0.01], [-0.03, -0.04, -0.03], [0.17, 0.37, -0.10], [0.11, -0.10, -0.01], [0.14, -0.05, 0.09], [-0.08, 0.04, 0.06], [0.00, 0.03, -0.03], [0.02, 0.00, 0.06], [0.03, -0.05, 0.04], [-0.03, 0.01, -0.01], [0.03, 0.03, -0.03], [0.00, 0.00, 0.03], [0.02, -0.05, -0.03], [0.00, 0.01, 0.01], [-0.01, 0.04, 0.06], [-0.02, 0.00, 0.03], [-0.05, -0.04, -0.02], [0.02, 0.00, 0.03], [-0.03, 0.03, 0.03], [-0.03, 0.00, 0.01], [-0.02, -0.03, -0.01], [-0.06, -0.01, -0.02], [-0.04, 0.00, -0.01], [0.02, 0.00, -0.01], [0.01, 0.00, -0.08], [-0.01, 0.02, 0.01], [-0.03, 0.01, 0.01], [0.28, 0.34, 0.35], [0.55, -1.13, -0.83], [-0.13, 0.35, 0.06], [0.03, 0.01, -0.08], [0.04, 0.02, 0.04], [-0.03, 0.02, -0.01], [0.00, -0.02, 0.01], [-0.15, -0.12, -0.07], [-0.35, 0.04, 0.01], [-0.18, -0.05, 0.01], [0.07, 0.04, -0.03], [-0.03, -0.03, -0.02], [0.06, -0.01, 0.01], [0.05, 0.01, 0.05], [0.29, -0.07, -0.30], [-0.19, -0.06, -0.24], [0.05, -0.19, -0.06], [0.09, 0.03, 0.03], [-0.07, -0.08, -0.04], [0.05, -0.07, 0.10], [-0.08, 0.26, 0.08], [-0.02, -0.07, 0.27], [-0.11, 0.03, 0.00], [0.13, -0.01, 0.01], [-0.02, 0.03, 0.02], [0.03, -0.01, 0.02], [-0.01, 0.04, 0.03], [-0.33, 0.14, 0.02], [-0.06, -0.12, -0.02], [0.02, -0.03, 0.02], [0.00, 0.00, 0.00], [0.00, 0.00, 0.00], [0.01, 0.00, 0.00], [-0.01, -0.01, -0.02], [-0.02, 0.02, 0.01], [0.00, 0.01, -0.01], [0.02, 0.00, -0.01], [-0.01, 0.02, 0.00], [-0.04, 0.01, 0.03], [-0.02, 0.02, 0.02], [-0.01, -0.01, 0.01], [0.01, -0.01, 0.00], [-0.03, 0.01, 0.06], [-0.09, 0.07, -0.03], [-0.02, -0.02, -0.05], [0.02, -0.01, 0.00], [0.01, 0.00, -0.01], [0.01, -0.01, 0.01], [-0.01, 0.01, -0.05]],
  "total_energy_ev": -114977.1586,
  "s2": 1.022,
  "homo_lumo_gap_ev": [4.95, 5.29],
  "total_charge": 2,
  "multiplicity": 2,
  "e_above_lowest_ev": 3.336,
  "largest_force_ev_per_a": 2.7,
  "e_homo_ev": [-12.465, -12.557],
  "e_lumo_ev": [-7.51, -7.27]
}

***

Record 2
{
  "formula": "C3H12FN3O13V",
  "method": "ωB97M-V/def2-TZVPD",
  "elements": ["O", "V", "N", "O", "O", "O", "N", "O", "O", "O", "N", "O", "O", "O", "F", "C", "O", "H", "H", "H", "H", "C", "O", "H", "H", "H", "H", "C", "O", "H", "H", "H", "H"],
  "xyz": [[-0.355, 0.589, -1.147], [1.122, 0.451, -0.581], [0.633, -2.422, 0.997], [0.778, -1.602, 0.057], [1.535, -2.583, 1.876], [-0.403, -3.028, 1.089], [0.208, 1.824, 2.517], [1.305, 2.095, 3.062], [0.273, 1.382, 1.378], [-0.858, 1.881, 3.090], [1.980, 3.754, -0.094], [1.569, 2.792, -0.746], [1.433, 4.895, -0.158], [2.958, 3.594, 0.650], [3.039, 0.409, 0.439], [-3.155, 0.753, 1.079], [-3.531, 0.524, 2.459], [-2.729, 1.734, 0.869], [-2.485, 0.014, 0.641], [-4.093, 0.747, 0.524], [-3.960, -0.335, 2.444], [-2.916, -3.028, -0.927], [-2.081, -1.851, -1.006], [-2.436, -3.861, -1.440], [-2.885, -3.445, 0.080], [-3.916, -2.683, -1.192], [-1.270, -2.056, -0.535], [3.654, 0.058, -2.511], [2.261, -0.168, -2.416], [4.271, -0.557, -1.856], [4.050, 0.036, -3.527], [3.836, 1.102, -2.259], [2.168, -1.015, -2.856]],
  "atomic_forces_ev_per_a": [[2.20, -0.22, 0.02], [0.40, 1.60, 3.53], [2.94, 0.26, 3.60], [0.31, 1.01, -1.77], [-1.14, 0.43, -2.03], [-1.91, -1.12, -0.54], [3.40, -0.21, 2.21], [-1.03, 0.47, 0.42], [-0.88, -1.56, -4.13], [-1.32, 0.55, 0.59], [1.84, 1.99, 2.71], [-1.66, -2.03, -2.34], [-0.04, -1.33, -0.67], [-0.32, 0.25, -0.55], [-2.07, -0.36, -1.86], [-0.74, 0.07, -0.23], [0.48, 0.26, -0.59], [0.21, -0.05, 0.90], [0.03, -0.10, 0.38], [-0.16, -0.17, -0.50], [0.08, -0.05, 0.11], [1.60, 0.99, 0.95], [-1.12, -0.84, -0.47], [-0.59, 0.00, -1.09], [-0.49, 0.41, 0.52], [0.07, -0.66, -0.33], [0.44, 0.07, 0.35], [1.54, 1.80, 0.35], [-0.08, -0.41, -0.15], [-0.41, -0.10, 0.15], [-0.50, -0.64, -0.43], [-0.15, -0.11, 0.58], [-0.93, -0.19, 0.32]],
  "total_energy_ev": -62788.8412,
  "s2": 0.781,
  "homo_lumo_gap_ev": [6.39, 6.39],
  "total_charge": -2,
  "multiplicity": 2,
  "e_above_lowest_ev": 1.043,
  "largest_force_ev_per_a": 4.7,
  "e_homo_ev": [-2.090, -2.089],
  "e_lumo_ev": [4.30, 4.30]
}